P.
{
  "formula": "C22H32CoNO6S2Sb",
  "method": "ωB97M-V with the def2-TZVPD basis set",
  "lumo_energy_ha": [0.16015, 0.16014],
  "s2": 3.760,
  "total_charge": -2,
  "orbital_gap_ev": [6.3, 6.6],
  "spin_multiplicity": 4,
  "e_homo_ev": [-1.9365, -2.2400],
  "species": ["Co", "O", "S", "O", "O", "O", "C", "N", "C", "C", "C", "C", "C", "C", "C", "C", "H", "H", "H", "H", "H", "H", "H", "H", "H", "H", "H", "H", "C", "C", "Sb", "C", "C", "C", "C", "H", "H", "H", "H", "H", "H", "H", "H", "H", "H", "H", "H", "H", "H", "H", "O", "C", "O", "C", "C", "C", "C", "S", "C", "C", "H", "H", "H", "H", "H"],
  "positions_angstrom": [[0.84, 0.92, 0.70], [4.00, 0.98, 2.78], [3.04, 0.20, 2.03], [3.36, -1.24, 2.04], [1.62, 0.38, 2.55], [2.91, 0.68, 0.60], [-0.45, 0.80, -2.23], [0.85, 1.22, -1.70], [1.92, 0.45, -2.33], [1.04, 2.65, -1.91], [0.55, 3.51, -0.76], [0.43, 4.88, -0.96], [0.08, 5.71, 0.09], [-0.13, 5.16, 1.35], [-0.01, 3.78, 1.52], [0.33, 2.91, 0.48], [-0.48, 0.93, -3.32], [-1.23, 1.41, -1.77], [-0.64, -0.24, -1.98], [2.02, 0.71, -3.39], [1.68, -0.62, -2.25], [2.85, 0.62, -1.80], [0.54, 2.95, -2.85], [2.11, 2.84, -2.05], [0.61, 5.31, -1.95], [-0.01, 6.79, -0.06], [-0.38, 5.80, 2.19], [-0.17, 3.38, 2.52], [4.52, -3.63, -0.45], [3.37, -3.91, 0.51], [1.71, -2.54, 0.26], [0.61, -3.41, 1.91], [0.88, -2.78, 3.27], [0.60, -3.83, -1.18], [0.61, -5.34, -0.99], [5.36, -4.32, -0.31], [4.89, -2.62, -0.30], [4.20, -3.72, -1.49], [3.69, -3.74, 1.54], [3.01, -4.94, 0.42], [0.87, -4.48, 1.92], [-0.44, -3.31, 1.64], [1.92, -2.92, 3.57], [0.24, -3.22, 4.04], [0.71, -1.70, 3.25], [0.96, -3.58, -2.18], [-0.42, -3.45, -1.12], [1.61, -5.76, -1.15], [-0.07, -5.86, -1.69], [0.30, -5.62, 0.02], [-6.83, 3.36, 0.25], [-6.44, 2.28, -0.50], [-7.20, 1.86, -1.34], [-5.11, 1.72, -0.20], [-4.17, 2.34, 0.64], [-2.97, 1.74, 0.93], [-2.64, 0.47, 0.41], [-1.19, -0.34, 0.87], [-3.57, -0.12, -0.48], [-4.77, 0.49, -0.76], [-6.16, 3.52, 0.92], [-4.35, 3.33, 1.05], [-2.25, 2.24, 1.56], [-3.32, -1.07, -0.91], [-5.48, 0.01, -1.43]]
}


Q.
{
  "formula": "C22H32CoNO6S2Sb",
  "method": "ωB97M-V with the def2-TZVPD basis set",
  "lumo_energy_ha": [0.15451, 0.15450],
  "s2": 3.767,
  "total_charge": -2,
  "orbital_gap_ev": [5.4, 6.4],
  "spin_multiplicity": 4,
  "e_homo_ev": [-1.1463, -2.1687],
  "species": ["Co", "O", "S", "O", "O", "O", "C", "N", "C", "C", "C", "C", "C", "C", "C", "C", "H", "H", "H", "H", "H", "H", "H", "H", "H", "H", "H", "H", "C", "C", "Sb", "C", "C", "C", "C", "H", "H", "H", "H", "H", "H", "H", "H", "H", "H", "H", "H", "H", "H", "H", "O", "C", "O", "C", "C", "C", "C", "S", "C", "C", "H", "H", "H", "H", "H"],
  "positions_angstrom": [[0.28, -0.21, -0.84], [-0.72, -2.96, 1.50], [-0.36, -1.85, 0.65], [-0.84, -2.02, -0.75], [-0.92, -0.54, 1.11], [1.13, -1.63, 0.59], [-2.62, 0.86, -0.82], [-1.53, 1.05, -1.76], [-1.95, 0.67, -3.10], [-1.07, 2.45, -1.72], [0.01, 2.67, -0.68], [0.17, 3.92, -0.11], [1.20, 4.16, 0.79], [2.08, 3.13, 1.10], [1.91, 1.88, 0.52], [0.87, 1.61, -0.38], [-3.51, 1.44, -1.12], [-2.30, 1.15, 0.18], [-2.87, -0.20, -0.77], [-2.87, 1.21, -3.40], [-2.15, -0.40, -3.12], [-1.16, 0.89, -3.81], [-1.92, 3.13, -1.55], [-0.64, 2.70, -2.70], [-0.53, 4.72, -0.35], [1.32, 5.14, 1.24], [2.90, 3.29, 1.79], [2.61, 1.09, 0.77], [2.90, 0.74, 5.35], [1.57, -0.01, 5.36], [0.91, -0.60, 3.27], [-0.87, -1.48, 4.24], [-2.14, -0.65, 4.10], [1.98, -2.53, 3.35], [2.23, -3.15, 4.72], [3.17, 1.14, 6.33], [2.87, 1.56, 4.64], [3.71, 0.07, 5.03], [0.80, 0.66, 5.75], [1.64, -0.85, 6.06], [-0.63, -1.65, 5.30], [-0.99, -2.43, 3.73], [-2.10, 0.26, 4.71], [-3.02, -1.23, 4.39], [-2.25, -0.36, 3.05], [2.92, -2.40, 2.81], [1.32, -3.16, 2.75], [2.95, -2.56, 5.29], [2.63, -4.17, 4.62], [1.30, -3.21, 5.30], [3.67, 2.87, -7.98], [4.17, 2.89, -6.69], [5.20, 3.51, -6.52], [3.43, 2.16, -5.69], [2.16, 1.59, -5.89], [1.55, 0.83, -4.92], [2.18, 0.58, -3.68], [1.55, -0.64, -2.61], [3.41, 1.22, -3.44], [4.00, 1.99, -4.41], [2.94, 2.24, -8.00], [1.62, 1.75, -6.83], [0.59, 0.37, -5.11], [3.87, 1.07, -2.48], [4.96, 2.47, -4.24]]
}


Energy relative to the most stable one, in kJ/mol: P 0.0; Q 133.6


P.
{
  "formula": "C9H16NO",
  "method": "ωB97M-V with the def2-TZVPD basis set",
  "lumo_energy_ha": -0.12906,
  "total_charge": 1,
  "orbital_gap_ev": 8.1,
  "e_homo_ev": -11.5992,
  "species": ["C", "C", "N", "H", "H", "H", "H", "H", "H", "H", "H", "C", "C", "C", "C", "C", "C", "C", "O", "H", "H", "H", "H", "H", "H", "H", "H"],
  "positions_angstrom": [[2.62, -0.91, -2.36], [2.41, 0.58, -1.98], [2.45, -1.74, -1.10], [1.95, -1.16, -3.17], [3.66, -1.12, -2.62], [1.91, 0.77, -1.02], [1.83, 1.05, -2.79], [2.38, -1.04, -0.36], [1.58, -2.29, -1.01], [3.10, -2.52, -1.04], [3.36, 1.11, -1.94], [-1.50, 2.89, -0.46], [-0.96, -0.94, 1.40], [-1.85, -0.77, 0.36], [-0.21, 0.11, 1.88], [-2.17, 0.52, -0.06], [-0.42, 1.37, 1.29], [-1.39, 1.63, 0.32], [-0.71, -2.24, 1.88], [-2.42, -1.63, 0.03], [-1.06, -2.23, 2.76], [0.53, -0.10, 2.63], [-3.06, 0.62, -0.68], [0.27, 2.06, 1.74], [-0.86, 3.72, -0.13], [-2.53, 3.30, -0.39], [-1.48, 2.72, -1.52]]
}


Q.
{
  "formula": "C9H16NO",
  "method": "ωB97M-V with the def2-TZVPD basis set",
  "lumo_energy_ha": -0.18311,
  "total_charge": 1,
  "smiles": "C=[N+](C)[C@@](C)(CC)C(C)=C=O",
  "orbital_gap_ev": 7.3,
  "e_homo_ev": -12.3120,
  "species": ["C", "N", "C", "C", "C", "C", "C", "C", "C", "C", "O", "H", "H", "H", "H", "H", "H", "H", "H", "H", "H", "H", "H", "H", "H", "H", "H"],
  "positions_angstrom": [[-0.60, 0.24, 2.22], [0.35, 0.21, 1.39], [1.70, 0.15, 1.84], [0.04, 0.38, -0.04], [-0.64, 1.73, -0.07], [1.26, 0.47, -1.03], [0.66, 0.26, -2.42], [-1.26, -0.76, -0.41], [-0.88, -2.14, 0.11], [-2.33, -0.91, -1.22], [-3.11, -1.26, -1.98], [-0.24, 0.27, 3.24], [-1.64, 0.44, 1.97], [1.89, -0.68, 2.44], [2.48, 0.12, 1.15], [1.90, 1.03, 2.57], [-0.56, 2.05, -1.10], [-1.68, 1.72, 0.31], [-0.08, 2.40, 0.53], [1.91, -0.44, -1.00], [1.94, 1.35, -0.93], [0.40, -0.83, -2.68], [1.26, 0.67, -3.18], [-0.38, 0.61, -2.33], [-1.66, -2.75, -0.18], [-0.80, -1.88, 1.15], [0.08, -2.46, -0.37]]
}


Energy relative to the most stable one, in kJ/mol: P 0.0; Q 354.7


P.
{
  "formula": "C9H16NO",
  "method": "ωB97M-V with the def2-TZVPD basis set",
  "lumo_energy_ha": -0.18088,
  "total_charge": 1,
  "smiles": "C=[NH+]C(C)(C)CC(=O)C(=C)C",
  "orbital_gap_ev": 8.6,
  "e_homo_ev": -13.5149,
  "species": ["C", "N", "C", "C", "C", "C", "C", "O", "C", "C", "C", "H", "H", "H", "H", "H", "H", "H", "H", "H", "H", "H", "H", "H", "H", "H", "H"],
  "positions_angstrom": [[-1.60, -1.53, 0.73], [-0.82, -0.78, 0.01], [-1.02, 0.71, -0.13], [-2.39, 0.91, -0.91], [-1.02, 1.40, 1.19], [0.24, 1.17, -0.98], [1.61, 0.98, -0.32], [2.27, 1.92, 0.08], [2.13, -0.53, -0.36], [2.12, -1.45, -1.38], [3.03, -0.71, 0.83], [-2.47, -1.15, 1.33], [-1.39, -2.66, 0.62], [0.19, -1.12, -0.37], [-2.27, 0.42, -1.91], [-2.54, 2.01, -1.04], [-3.25, 0.61, -0.23], [-1.97, 1.16, 1.75], [-0.93, 2.59, 1.04], [-0.12, 1.14, 1.72], [0.16, 2.25, -1.17], [0.21, 0.71, -1.94], [2.40, -2.56, -1.09], [1.65, -1.57, -2.40], [3.87, -0.04, 0.75], [3.59, -1.69, 1.07], [2.43, -0.42, 1.63]]
}


Q.
{
  "formula": "C9H16NO",
  "method": "ωB97M-V with the def2-TZVPD basis set",
  "lumo_energy_ha": -0.14581,
  "total_charge": 1,
  "orbital_gap_ev": 6.8,
  "e_homo_ev": -10.7244,
  "species": ["C", "C", "C", "C", "C", "C", "C", "O", "H", "H", "H", "H", "H", "H", "H", "H", "C", "C", "N", "H", "H", "H", "H", "H", "H", "H", "H"],
  "positions_angstrom": [[-2.36, 2.42, 2.75], [-0.34, -0.94, 1.21], [0.41, 0.19, 1.65], [-1.73, -1.01, 1.19], [-0.23, 1.25, 2.22], [-2.28, 0.15, 1.63], [-1.58, 1.35, 2.12], [0.27, -2.13, 0.87], [1.50, 0.12, 1.55], [1.17, -2.11, 0.97], [-2.27, -1.96, 0.91], [0.39, 1.99, 2.68], [-3.36, 0.33, 1.58], [-3.39, 1.99, 2.68], [-2.44, 3.44, 2.35], [-2.05, 2.58, 3.82], [1.53, -0.84, -2.20], [1.03, 0.49, -2.93], [2.40, -1.74, -3.02], [2.16, -0.63, -1.24], [0.67, -1.46, -1.75], [1.96, 1.19, -3.07], [0.35, 0.94, -2.24], [2.24, -1.38, -4.08], [3.42, -1.74, -2.76], [1.97, -2.67, -3.07], [0.57, 0.18, -3.82]]
}


Energy relative to the most stable one, in kJ/mol: P 120.7; Q 0.0


P.
{
  "formula": "C4H10ClN",
  "method": "ωB97M-V with the def2-TZVPD basis set",
  "lumo_energy_ha": 0.03419,
  "total_charge": 0,
  "smiles": "CN(C)CCCl",
  "orbital_gap_ev": 9.5,
  "e_homo_ev": -8.5328,
  "species": ["C", "N", "C", "C", "C", "Cl", "H", "H", "H", "H", "H", "H", "H", "H", "H", "H"],
  "positions_angstrom": [[1.32, -0.41, 2.31], [0.38, -0.62, 1.24], [0.16, -2.06, 0.96], [0.41, 0.11, 0.06], [-0.92, 0.32, -0.57], [-0.74, 1.44, -2.03], [2.46, -1.07, 2.32], [0.75, -0.77, 3.37], [1.48, 0.79, 2.04], [-0.05, -2.66, 1.91], [-0.67, -2.30, 0.33], [1.08, -2.40, 0.52], [0.96, -0.66, -0.67], [1.00, 1.07, 0.27], [-1.57, 0.70, 0.19], [-1.28, -0.68, -0.96]]
}


Q.
{
  "formula": "C4H10ClN",
  "method": "ωB97M-V with the def2-TZVPD basis set",
  "lumo_energy_ha": 0.03845,
  "total_charge": 0,
  "smiles": "CNCCCCl",
  "orbital_gap_ev": 9.5,
  "e_homo_ev": -8.4038,
  "species": ["C", "N", "C", "C", "C", "Cl", "H", "H", "H", "H", "H", "H", "H", "H", "H", "H"],
  "positions_angstrom": [[1.49, -1.43, 0.04], [1.05, -0.18, 0.35], [0.39, 0.55, -0.76], [-0.81, 1.26, -0.11], [-1.72, 0.33, 0.63], [-2.30, -1.11, -0.24], [1.54, -2.07, 0.91], [2.53, -1.45, -0.29], [0.83, -1.91, -0.71], [1.64, 0.38, 0.95], [0.00, -0.17, -1.48], [1.07, 1.21, -1.34], [-0.40, 2.09, 0.49], [-1.47, 1.73, -0.92], [-2.61, 0.87, 0.98], [-1.23, -0.11, 1.51]]
}


Energy relative to the most stable one, in kJ/mol: P 195.0; Q 0.0